A structure of composition C36H29F10InN7OS2. Source: the OMol25 dataset; level of theory: the ωB97M-V functional and the def2-TZVPD basis.

As for the total charge: -1. Its spin multiplicity is 1. The energy above the lowest of the compared OMol25 structures with the same formula, charge and spin comes out at 26.9 kJ/mol. As for the HOMO energy: -0.182 hartree.

Each line ends with the Löwdin charge.
Element x y z (Å)
In: -0.28846 -1.57097 -0.28507  0.58
C: 0.59814 -1.03630 2.98179  -0.12
N: -0.33860 -1.86148 2.21855  -0.27
C: -0.12462 -3.29933 2.48565  -0.16
C: 0.61815 -3.96054 1.32479  -0.24
N: -0.10865 -3.73662 0.08966  -0.06
C: -1.03987 -4.61640 -0.33445  -0.19
C: -1.67523 -4.38936 -1.57656  -0.16
F: -1.26677 -3.33011 -2.30903  0.04
C: -2.68611 -5.16135 -2.09910  -0.16
F: -3.21831 -4.84811 -3.28697  0.12
C: -3.14787 -6.26910 -1.40820  -0.16
F: -4.11879 -7.04923 -1.91085  0.10
C: -2.56315 -6.54762 -0.19039  -0.16
F: -2.99390 -7.59908 0.52283  0.10
C: -1.56095 -5.74772 0.33074  -0.13
F: -1.14568 -6.08180 1.58068  0.06
C: -1.71330 -1.43728 2.49191  -0.19
C: -2.71523 -2.08196 1.55374  -0.22
N: -2.41168 -1.78154 0.16533  -0.05
C: -3.42463 -1.99687 -0.72568  -0.19
C: -4.50229 -2.89215 -0.56249  -0.15
F: -4.57463 -3.71437 0.50878  0.08
C: -5.50792 -3.05681 -1.50141  -0.16
F: -6.49112 -3.93591 -1.26027  0.11
C: -5.49414 -2.35941 -2.68980  -0.16
F: -6.45894 -2.52619 -3.60724  0.10
C: -4.44561 -1.48446 -2.90890  -0.15
F: -4.39807 -0.77742 -4.04511  0.11
C: -3.46721 -1.31256 -1.95549  -0.16
F: -2.49497 -0.43079 -2.23072  0.03
H: 0.34701 -1.06570 4.05276  0.09
H: 1.61146 -1.40564 2.84714  0.05
H: 0.57290 -0.00792 2.61853  0.07
H: 0.39695 -3.42256 3.44230  0.13
H: -1.09089 -3.79295 2.57890  0.10
H: 1.61105 -3.51582 1.21875  0.06
H: 0.77813 -5.01438 1.55008  0.11
H: -1.98869 -1.66259 3.53412  0.13
H: -1.74381 -0.35341 2.36532  0.09
H: -2.75839 -3.15638 1.75923  0.10
H: -3.70411 -1.68606 1.81878  0.13
S: 2.19970 -1.19956 0.22201  0.71
C: 2.64539 -0.08929 -1.02634  -0.67
C: 3.84960 0.60724 -0.89878  -0.07
C: 4.28990 1.50084 -1.86405  -0.22
C: 5.54946 2.16014 -1.69052  -0.21
N: 6.55863 2.68595 -1.51957  0.16
C: 3.48223 1.75594 -2.98276  -0.21
C: 2.28093 1.07215 -3.11861  -0.07
C: 1.85652 0.12822 -2.18136  -0.66
S: 0.38924 -0.74206 -2.53125  0.70
C: 3.86629 2.72294 -3.96614  -0.19
N: 4.15865 3.49940 -4.76346  0.15
H: 4.46282 0.43029 -0.02487  0.12
H: 1.66223 1.26251 -3.98581  0.11
C: -1.49297 4.23819 -0.13502  -0.09
C: -1.16890 3.50115 -1.26190  -0.07
C: -1.18959 2.11582 -1.18228  -0.15
N: -1.51364 1.45195 -0.07481  0.08
C: -1.82502 2.17098 0.99727  -0.15
C: -1.83035 3.55789 1.02336  -0.07
H: -1.48338 5.32151 -0.15844  0.10
H: -0.89801 3.98191 -2.19289  0.11
H: -0.93006 1.50588 -2.04005  0.06
H: -2.09117 1.61696 1.89141  0.09
H: -2.09327 4.08252 1.93254  0.10
O: 1.18269 1.97996 1.11023  0.03
C: 1.98433 2.89788 1.16707  -0.46
C: 2.22378 3.77140 -0.05078  -0.09
C: 3.61386 4.38217 -0.18849  -0.20
C: 3.79704 5.66470 0.61789  -0.20
C: 3.22794 5.54915 2.03108  -0.19
C: 3.56617 4.21959 2.69670  -0.19
N: 2.66631 3.13569 2.32520  0.08
H: 1.45177 4.54811 -0.05336  0.12
H: 1.99320 3.12027 -0.89518  0.11
H: 3.81875 4.58041 -1.24241  0.11
H: 4.36188 3.64822 0.11999  0.09
H: 3.32408 6.50588 0.10361  0.11
H: 4.86437 5.89509 0.67497  0.11
H: 2.13968 5.65671 2.02237  0.11
H: 3.61267 6.36268 2.65025  0.11
H: 3.47830 4.32845 3.77866  0.11
H: 4.60988 3.95626 2.48811  0.12
H: 2.47689 2.43419 3.02377  0.14